Here is one molecule with the formula ClH3NPS at a distorted geometry from the Open Molecules 2025 dataset. Energies are from ωB97M-V/def2-TZVPD.

Last column: Löwdin charge in e.
Geometry (Å):
S1 -1.7210 0.9772 -0.1416  0.61
N1 -0.4081 -0.0809 0.2138  -0.85
P1 0.9661 -0.0365 -0.8884  0.32
Cl1 2.4258 0.2216 0.4718  0.10
H1 -1.7509 1.5618 1.0376  -0.18
H2 -0.5909 -1.1276 0.5094  0.07
H3 1.0789 -1.5157 -1.2026  -0.08

Values from the calculation:
SMILES	SNPCl
Kohn-Sham gap	9.98	eV
2S+1	1
energy above the lowest of the compared OMol25 structures with the same formula, charge and spin	28.0	kcal per mole
max |F|	0.061	hartree/bohr